No. 1
{"formula": "C44H48FFeIN5O3P", "method": "the ωB97M-V functional and the def2-TZVPD basis", "max_force_ev_per_a": 1.89, "total_energy_ha": -4206.80124, "total_charge": 3, "multiplicity": 6, "symbols": ["Fe", "I", "C", "C", "C", "C", "C", "C", "C", "C", "C", "P", "C", "C", "C", "C", "C", "C", "C", "C", "C", "C", "C", "C", "C", "H", "H", "H", "H", "H", "H", "H", "H", "H", "H", "H", "H", "H", "H", "H", "H", "C", "C", "C", "C", "C", "C", "C", "F", "C", "C", "C", "O", "C", "C", "N", "C", "C", "O", "O", "H", "H", "H", "H", "H", "H", "H", "H", "H", "H", "H", "C", "C", "N", "C", "C", "N", "C", "C", "H", "H", "H", "H", "H", "H", "H", "H", "H", "H", "H", "H", "N", "C", "C", "N", "H", "H", "H", "H", "H", "H", "H", "H", "H"], "coordinates": [[0.14, -0.18, 0.19], [0.36, 0.06, 2.94], [2.27, 0.00, 3.88], [2.14, -0.10, 5.24], [3.29, -0.13, 6.05], [4.51, -0.05, 5.47], [4.65, 0.08, 4.06], [5.95, 0.21, 3.53], [6.15, 0.37, 2.19], [5.05, 0.36, 1.34], [3.76, 0.20, 1.80], [2.62, 0.02, 0.37], [3.36, -1.42, -0.45], [3.25, -1.61, -1.83], [3.77, -2.76, -2.42], [4.37, -3.73, -1.63], [4.42, -3.58, -0.25], [3.91, -2.43, 0.34], [2.94, 1.58, -0.50], [2.70, 2.72, 0.28], [2.95, 3.98, -0.23], [3.43, 4.12, -1.53], [3.63, 3.00, -2.31], [3.38, 1.73, -1.81], [3.51, 0.09, 3.20], [1.16, -0.15, 5.69], [3.18, -0.21, 7.12], [5.41, -0.08, 6.07], [6.79, 0.19, 4.22], [7.15, 0.49, 1.78], [5.22, 0.46, 0.27], [2.76, -0.87, -2.45], [3.68, -2.90, -3.49], [4.78, -4.62, -2.09], [4.87, -4.34, 0.37], [3.96, -2.32, 1.42], [2.34, 2.61, 1.30], [2.78, 4.85, 0.39], [3.66, 5.10, -1.91], [4.00, 3.11, -3.32], [3.56, 0.87, -2.45], [-1.18, 5.05, -5.24], [-0.36, 3.86, -5.71], [-0.90, 3.28, -7.01], [0.08, 2.25, -7.55], [0.42, 1.24, -6.49], [0.92, 0.01, -6.84], [1.18, -0.96, -5.87], [1.66, -2.15, -6.25], [0.91, -0.74, -4.55], [0.41, 0.51, -4.16], [0.08, 0.73, -2.77], [0.26, -0.21, -1.91], [-0.47, 1.98, -2.47], [-0.62, 2.94, -3.44], [-0.28, 2.76, -4.71], [0.19, 1.51, -5.12], [-1.01, 2.22, -1.11], [-2.06, 2.83, -0.95], [-0.33, 1.67, -0.14], [-1.26, 5.76, -6.06], [-0.71, 5.58, -4.41], [-2.19, 4.75, -4.96], [0.67, 4.19, -5.88], [-1.04, 4.08, -7.74], [-1.88, 2.83, -6.83], [0.99, 2.74, -7.89], [-0.34, 1.73, -8.41], [1.12, -0.23, -7.88], [1.06, -1.52, -3.82], [-1.04, 3.90, -3.17], [0.26, -3.22, 1.14], [-0.14, -4.73, 1.06], [-0.72, -4.98, -0.25], [-2.00, -4.31, -0.38], [-1.80, -2.79, -0.07], [-0.35, -2.51, -0.02], [0.28, -3.00, -1.27], [0.19, -4.56, -1.30], [1.34, -3.09, 1.09], [-0.11, -2.79, 2.07], [-0.87, -4.98, 1.83], [0.74, -5.36, 1.19], [-2.72, -4.75, 0.30], [-2.36, -4.45, -1.40], [-2.23, -2.54, 0.90], [-2.25, -2.17, -0.84], [1.31, -2.68, -1.30], [-0.25, -2.55, -2.11], [1.17, -4.99, -1.11], [-0.17, -4.91, -2.27], [-5.33, 1.69, 2.00], [-4.08, 2.22, 1.32], [-2.84, 1.37, 1.58], [-2.64, 0.22, 0.68], [-6.14, 2.26, 1.76], [-5.22, 1.72, 3.01], [-5.53, 0.73, 1.73], [-3.92, 3.23, 1.69], [-4.27, 2.29, 0.25], [-2.82, 1.01, 2.61], [-1.99, 2.03, 1.43], [-2.68, 0.54, -0.28], [-3.35, -0.49, 0.80]]}



No. 2
{"formula": "C44H49BrN5O2S5SiZr", "method": "the ωB97M-V functional and the def2-TZVPD basis", "max_force_ev_per_a": 0.89, "total_energy_ha": -7031.77542, "relative_energy_kj_mol": 11.3, "total_charge": 1, "multiplicity": 1, "symbols": ["Zr", "O", "C", "C", "C", "N", "C", "Br", "C", "H", "H", "H", "H", "N", "C", "C", "C", "C", "C", "C", "H", "H", "H", "H", "H", "H", "H", "C", "Si", "C", "C", "C", "C", "C", "C", "C", "C", "H", "H", "H", "H", "H", "H", "H", "H", "H", "H", "H", "H", "H", "H", "H", "H", "H", "H", "H", "H", "H", "S", "C", "C", "C", "N", "C", "C", "C", "C", "C", "N", "C", "C", "H", "H", "H", "H", "H", "H", "H", "H", "S", "C", "N", "O", "C", "C", "C", "C", "C", "S", "C", "C", "C", "C", "S", "C", "C", "C", "C", "S", "H", "H", "H", "H", "H", "H", "H", "H", "H"], "coordinates": [[-0.24, 0.50, 0.31], [-6.29, -1.28, -1.32], [-5.12, -0.89, -0.82], [-4.93, 0.32, -0.14], [-3.67, 0.62, 0.31], [-2.61, -0.18, 0.16], [-2.83, -1.34, -0.46], [-1.35, -2.50, -0.58], [-4.04, -1.75, -0.97], [-6.98, -0.63, -1.16], [-5.75, 1.02, 0.01], [-3.49, 1.55, 0.82], [-4.15, -2.70, -1.47], [1.71, -1.01, -0.62], [2.45, -1.88, 0.24], [3.52, -1.38, 0.98], [4.15, -2.19, 1.91], [3.73, -3.50, 2.11], [2.69, -4.01, 1.34], [2.06, -3.20, 0.40], [2.34, -0.34, -1.06], [1.30, -1.54, -1.39], [3.85, -0.36, 0.84], [4.97, -1.79, 2.49], [4.22, -4.12, 2.84], [2.38, -5.04, 1.46], [1.26, -3.61, -0.21], [0.59, 4.19, 1.05], [-1.00, 3.17, 1.08], [-1.48, 3.20, 2.97], [-0.56, 2.25, 3.75], [-2.93, 2.76, 3.23], [-1.27, 4.58, 3.60], [-2.20, 4.20, -0.05], [-3.57, 3.61, -0.37], [-2.46, 5.61, 0.52], [-1.48, 4.37, -1.40], [0.35, 5.22, 1.32], [1.06, 4.21, 0.07], [1.33, 3.84, 1.77], [-0.65, 1.21, 3.42], [-0.83, 2.27, 4.81], [0.49, 2.54, 3.67], [-3.08, 1.71, 2.99], [-3.66, 3.36, 2.68], [-3.16, 2.86, 4.30], [-0.23, 4.91, 3.53], [-1.52, 4.52, 4.67], [-1.89, 5.36, 3.17], [-4.19, 3.45, 0.52], [-3.49, 2.67, -0.92], [-4.12, 4.30, -1.02], [-3.11, 5.58, 1.40], [-2.97, 6.21, -0.24], [-1.55, 6.14, 0.79], [-1.28, 3.41, -1.87], [-0.54, 4.92, -1.31], [-2.12, 4.94, -2.08], [-0.91, -3.27, 6.19], [-0.73, -2.40, 4.67], [-1.88, -1.89, 4.07], [-1.77, -1.21, 2.87], [-0.60, -1.00, 2.24], [0.50, -1.48, 2.84], [0.48, -2.19, 4.02], [0.75, -3.80, 6.48], [1.65, -2.97, 7.14], [2.95, -3.42, 7.33], [3.38, -4.61, 6.92], [2.50, -5.41, 6.30], [1.18, -5.05, 6.06], [-2.85, -2.01, 4.52], [-2.65, -0.82, 2.40], [1.45, -1.30, 2.36], [1.42, -2.55, 4.42], [1.35, -2.00, 7.50], [3.67, -2.80, 7.83], [2.87, -6.38, 5.99], [0.51, -5.73, 5.56], [3.58, 2.01, 2.87], [2.33, 1.43, 2.08], [1.40, 0.97, 1.51], [-0.47, 0.60, -1.61], [-0.08, 0.88, -2.96], [0.84, 2.09, -2.93], [0.97, 3.13, -3.79], [1.98, 4.06, -3.38], [2.59, 3.70, -2.23], [1.96, 2.22, -1.63], [0.65, -0.34, -3.50], [0.10, -1.57, -3.71], [1.05, -2.52, -4.18], [2.29, -1.97, -4.34], [2.31, -0.32, -3.92], [-1.34, 1.11, -3.76], [-2.61, 1.17, -3.27], [-3.59, 1.33, -4.29], [-3.03, 1.38, -5.53], [-1.33, 1.23, -5.47], [0.35, 3.27, -4.66], [2.22, 4.95, -3.93], [3.37, 4.21, -1.69], [-0.94, -1.78, -3.55], [0.82, -3.55, -4.41], [3.18, -2.45, -4.71], [-2.83, 1.09, -2.22], [-4.65, 1.41, -4.12], [-3.53, 1.51, -6.48]]}



No. 3
{"formula": "C44H49InN5OP3", "method": "the ωB97M-V functional and the def2-TZVPD basis", "max_force_ev_per_a": 0.88, "total_energy_ha": -3268.90794, "relative_energy_kj_mol": 142.0, "total_charge": 2, "multiplicity": 1, "symbols": ["In", "C", "C", "C", "C", "C", "N", "C", "C", "C", "C", "C", "C", "C", "N", "C", "C", "C", "N", "C", "C", "N", "C", "C", "C", "N", "H", "H", "H", "H", "H", "H", "H", "H", "H", "H", "H", "H", "H", "H", "H", "H", "H", "H", "C", "P", "C", "C", "C", "P", "C", "C", "H", "H", "H", "H", "H", "H", "H", "H", "H", "H", "H", "H", "H", "H", "H", "H", "O", "P", "C", "C", "C", "C", "C", "C", "C", "C", "C", "C", "C", "C", "C", "C", "C", "C", "C", "C", "H", "H", "H", "H", "H", "H", "H", "H", "H", "H", "H", "H", "H", "H", "H"], "coordinates": [[-0.73, 0.25, 0.31], [3.09, -4.11, -2.97], [1.90, -3.34, -2.47], [1.06, -2.66, -3.36], [-0.03, -1.94, -2.91], [-0.34, -1.88, -1.55], [-1.41, -1.10, -1.05], [-2.71, -1.54, -1.22], [-2.98, -2.73, -1.92], [-4.25, -3.25, -2.06], [-5.36, -2.64, -1.48], [-6.74, -3.22, -1.59], [-5.11, -1.50, -0.74], [-3.84, -0.94, -0.61], [-3.78, 0.26, 0.19], [-4.79, 1.12, 0.37], [-4.42, 2.06, 1.32], [-3.13, 1.69, 1.67], [-2.76, 0.59, 1.00], [0.49, -2.57, -0.66], [1.60, -3.28, -1.12], [0.19, -2.65, 0.75], [0.56, -3.65, 1.58], [0.17, -3.33, 2.86], [-0.45, -2.09, 2.73], [-0.47, -1.69, 1.46], [2.78, -4.87, -3.69], [3.61, -4.61, -2.16], [3.80, -3.45, -3.47], [1.28, -2.69, -4.42], [-0.67, -1.41, -3.60], [-2.15, -3.27, -2.36], [-4.38, -4.17, -2.62], [-6.76, -4.05, -2.29], [-7.46, -2.47, -1.92], [-7.08, -3.60, -0.62], [-5.94, -1.04, -0.21], [-5.71, 1.03, -0.19], [-5.01, 2.87, 1.71], [-2.45, 2.15, 2.37], [2.24, -3.79, -0.42], [1.04, -4.53, 1.20], [0.28, -3.92, 3.74], [-0.96, -1.50, 3.48], [-4.35, 2.67, -2.48], [-2.93, 1.64, -3.04], [-3.52, 1.21, -4.72], [-1.78, 3.03, -3.44], [-1.10, 3.64, -2.22], [-0.27, 2.45, -1.10], [0.92, 1.65, -2.23], [0.69, 3.57, -0.02], [-4.55, 3.49, -3.17], [-4.16, 3.08, -1.49], [-5.25, 2.05, -2.41], [-3.69, 2.09, -5.34], [-4.46, 0.67, -4.62], [-2.81, 0.55, -5.22], [-2.34, 3.80, -3.98], [-1.01, 2.66, -4.13], [-1.76, 4.29, -1.64], [-0.25, 4.25, -2.54], [1.44, 2.39, -2.84], [0.36, 0.98, -2.89], [1.65, 1.06, -1.68], [1.24, 4.32, -0.60], [1.39, 3.01, 0.59], [-0.01, 4.09, 0.64], [1.36, 0.37, 0.67], [2.45, 0.54, 1.73], [2.90, -0.99, 2.53], [2.76, -1.19, 3.90], [3.21, -2.37, 4.47], [3.79, -3.35, 3.68], [3.94, -3.15, 2.31], [3.50, -1.97, 1.74], [1.86, 1.69, 2.98], [2.66, 2.73, 3.46], [2.15, 3.60, 4.41], [0.85, 3.45, 4.89], [0.05, 2.42, 4.41], [0.56, 1.55, 3.45], [3.97, 1.18, 1.02], [3.95, 1.96, -0.13], [5.13, 2.50, -0.63], [6.33, 2.27, 0.04], [6.35, 1.50, 1.19], [5.18, 0.95, 1.68], [2.32, -0.42, 4.52], [3.10, -2.52, 5.54], [4.15, -4.26, 4.14], [4.42, -3.91, 1.71], [3.64, -1.81, 0.67], [3.67, 2.86, 3.10], [2.77, 4.41, 4.79], [0.47, 4.13, 5.63], [-0.95, 2.29, 4.79], [-0.06, 0.73, 3.09], [3.02, 2.14, -0.65], [5.11, 3.10, -1.53], [7.25, 2.69, -0.35], [7.28, 1.31, 1.70], [5.21, 0.34, 2.58]]}



No. 4
{"formula": "C44H50Cl2FN8O2P", "method": "the ωB97M-V functional and the def2-TZVPD basis", "max_force_ev_per_a": 0.45, "total_energy_ha": -3656.60913, "smiles": "C[C@H](Cl)[C@@H](Cl)[PH2](F)COO.c1ccncc1.c1ccncc1.c1ccncc1.c1ccncc1.c1ccncc1.c1ccncc1.c1ccncc1.c1ccncc1", "multiplicity": 1, "symbols": ["C", "C", "Cl", "C", "Cl", "P", "F", "C", "O", "O", "H", "H", "H", "H", "H", "H", "H", "H", "H", "H", "N", "C", "C", "C", "C", "C", "H", "H", "H", "H", "H", "N", "C", "C", "C", "C", "C", "H", "H", "H", "H", "H", "N", "C", "C", "C", "C", "C", "H", "H", "H", "H", "H", "N", "C", "C", "C", "C", "C", "H", "H", "H", "H", "H", "N", "C", "C", "C", "C", "C", "H", "H", "H", "H", "H", "N", "C", "C", "C", "C", "C", "H", "H", "H", "H", "H", "N", "C", "C", "C", "C", "C", "H", "H", "H", "H", "H", "N", "C", "C", "C", "C", "C", "H", "H", "H", "H", "H"], "coordinates": [[-0.24, -2.85, 1.50], [0.21, -3.19, 0.07], [1.08, -4.78, 0.10], [1.11, -2.17, -0.68], [0.38, -1.79, -2.26], [1.42, -0.47, 0.14], [1.69, 1.03, 0.83], [2.77, -1.24, 1.12], [3.19, -0.45, 2.20], [4.41, -0.98, 2.76], [0.34, -2.06, 1.97], [-0.15, -3.73, 2.14], [-1.28, -2.55, 1.51], [-0.65, -3.37, -0.55], [2.05, -2.66, -0.92], [1.75, 0.09, -1.09], [0.11, -0.37, 0.58], [2.44, -2.22, 1.46], [3.59, -1.38, 0.40], [4.50, -1.89, 2.45], [-4.83, -1.14, -3.26], [-5.31, -1.21, -4.50], [-4.58, -1.72, -5.56], [-3.29, -2.18, -5.33], [-2.79, -2.10, -4.04], [-3.59, -1.58, -3.05], [-6.32, -0.85, -4.64], [-5.02, -1.76, -6.55], [-2.69, -2.58, -6.14], [-1.79, -2.44, -3.80], [-3.22, -1.50, -2.03], [0.63, 1.99, 6.67], [0.50, 1.89, 5.35], [1.46, 1.33, 4.53], [2.62, 0.83, 5.10], [2.77, 0.94, 6.47], [1.75, 1.52, 7.21], [-0.42, 2.30, 4.93], [1.31, 1.28, 3.45], [3.39, 0.39, 4.49], [3.66, 0.57, 6.97], [1.84, 1.61, 8.29], [-5.61, -1.73, 1.17], [-5.63, -1.04, 0.03], [-5.77, 0.34, -0.02], [-5.89, 1.04, 1.16], [-5.88, 0.34, 2.35], [-5.74, -1.04, 2.30], [-5.53, -1.60, -0.89], [-5.77, 0.84, -0.99], [-6.00, 2.12, 1.16], [-5.98, 0.84, 3.31], [-5.72, -1.63, 3.22], [-6.80, -4.99, -2.41], [-7.10, -6.29, -2.44], [-6.30, -7.24, -3.05], [-5.12, -6.83, -3.65], [-4.80, -5.48, -3.62], [-5.67, -4.61, -2.98], [-8.03, -6.58, -1.96], [-6.59, -8.28, -3.04], [-4.46, -7.55, -4.13], [-3.89, -5.11, -4.07], [-5.45, -3.55, -2.94], [-0.87, 1.25, -1.35], [-0.83, 2.33, -0.57], [-1.42, 3.54, -0.91], [-2.10, 3.63, -2.12], [-2.15, 2.51, -2.93], [-1.52, 1.35, -2.50], [-0.28, 2.23, 0.36], [-1.35, 4.38, -0.24], [-2.58, 4.55, -2.41], [-2.67, 2.52, -3.88], [-1.55, 0.45, -3.12], [3.19, -3.91, -2.63], [3.05, -5.19, -2.96], [4.04, -5.92, -3.59], [5.23, -5.29, -3.91], [5.38, -3.95, -3.57], [4.33, -3.31, -2.94], [2.11, -5.65, -2.69], [3.88, -6.96, -3.84], [6.03, -5.83, -4.41], [6.29, -3.41, -3.80], [4.41, -2.26, -2.67], [4.63, 4.15, 1.36], [4.59, 2.84, 1.63], [5.50, 2.21, 2.48], [6.48, 2.98, 3.08], [6.53, 4.34, 2.81], [5.59, 4.87, 1.94], [3.80, 2.27, 1.16], [5.42, 1.15, 2.66], [7.20, 2.52, 3.75], [7.28, 4.98, 3.25], [5.59, 5.93, 1.71], [2.15, 7.45, 3.20], [2.77, 7.11, 2.07], [3.26, 8.03, 1.16], [3.11, 9.38, 1.43], [2.47, 9.75, 2.61], [2.01, 8.75, 3.45], [2.88, 6.05, 1.88], [3.75, 7.69, 0.26], [3.48, 10.13, 0.75], [2.32, 10.79, 2.86], [1.51, 9.01, 4.38]]}